(1)
C5H8O2 | ωB97M-V with the def2-TZVPD basis set

Geometry as XYZ:
```
15
Properties=species:S:1:pos:R:3:forces:R:3
C -1.392 -0.665 0.035 0.00 -0.05 -0.05
C -0.650 0.521 0.642 0.12 -0.35 0.23
O -0.984 1.729 -0.033 -0.20 0.06 0.05
C 0.855 0.445 0.651 0.11 -0.17 0.11
C 1.604 -0.652 0.605 -0.12 0.13 -0.02
C 0.976 -0.183 -2.499 1.21 0.26 -0.44
O 2.057 0.056 -2.748 -1.17 -0.24 0.25
H -2.466 -0.566 0.244 0.19 -0.04 -0.06
H -1.249 -0.686 -1.050 0.02 -0.01 0.21
H -1.061 -1.623 0.456 -0.07 0.23 -0.03
H -1.938 1.842 0.048 0.10 0.09 -0.09
H 1.327 1.419 0.782 -0.03 -0.15 -0.04
H -0.944 0.600 1.704 -0.01 0.08 -0.14
H 2.685 -0.592 0.696 -0.18 0.01 -0.06
H 1.182 -1.646 0.467 0.02 0.17 0.06
```
Forces are in eV/Å.

Properties
Energy: -9408.4399 eV
Total charge: 0
HOMO-LUMO gap: 10.6 eV
Multiplicity: 1
Relative energy (zero: lowest compared OMol25 entry of this formula, charge and spin): 134.3 kJ/mol
Strongest force on any atom: 1.3 eV/Å

Löwdin atomic charge list, values in e, 2 entries: C -0.061; C -0.458

---

(2)
C5H8O2 | ωB97M-V with the def2-TZVPD basis set

Geometry as XYZ:
```
15
Properties=species:S:1:pos:R:3:forces:R:3
C -0.020 0.360 2.111 -0.02 0.07 -0.01
C -0.245 -0.729 1.102 0.17 -0.03 0.24
O -1.340 -0.596 0.201 -0.23 -0.05 0.00
C -0.028 -0.573 -0.336 0.23 -0.05 -0.12
C 0.105 -0.339 -3.169 0.04 0.31 0.22
O 0.857 0.368 -2.378 -0.09 -0.17 -0.38
C 0.419 0.697 -1.028 -0.09 -0.01 0.18
H 0.989 0.277 2.528 -0.14 0.03 -0.05
H -0.138 1.353 1.667 0.01 -0.13 0.04
H -0.736 0.264 2.933 0.09 0.03 -0.10
H -0.135 -1.744 1.488 -0.02 0.15 -0.01
H 0.255 -1.470 -0.891 -0.09 0.11 0.10
H -0.846 -0.561 -2.603 0.13 0.01 -0.14
H -0.402 1.415 -1.104 0.10 -0.13 0.06
H 1.278 1.180 -0.554 -0.11 -0.14 -0.03
```
Forces are in eV/Å.

Properties
Energy: -9405.0696 eV
Total charge: 0
HOMO-LUMO gap: 9.3 eV
Multiplicity: 1
Relative energy (zero: lowest compared OMol25 entry of this formula, charge and spin): 459.5 kJ/mol
Strongest force on any atom: 0.4 eV/Å

Löwdin atomic charge list, values in e, 2 entries: C -0.033; C -0.302

---

(3)
C5H8O2 | ωB97M-V with the def2-TZVPD basis set

Geometry as XYZ:
```
15
Properties=species:S:1:pos:R:3:forces:R:3
C -1.928 -0.114 -1.263 -0.04 0.02 -0.04
C -1.112 -0.726 -0.165 0.08 -0.28 -0.27
O -1.169 -0.173 1.105 0.14 0.14 0.05
C 1.728 1.226 1.288 0.09 -0.07 -0.14
C 1.961 0.436 0.242 -0.04 0.10 0.14
C -0.365 -1.804 -0.336 0.34 -0.45 -0.07
O 0.314 -2.750 -0.485 -0.55 0.71 0.10
H -2.978 -0.050 -0.955 0.13 -0.02 -0.04
H -1.581 0.902 -1.490 -0.03 -0.14 0.04
H -1.876 -0.706 -2.182 0.02 0.07 0.15
H -0.410 0.432 1.185 -0.11 -0.09 0.06
H 1.527 2.288 1.168 0.03 -0.16 0.00
H 1.758 0.845 2.307 0.00 0.03 -0.15
H 1.951 0.818 -0.776 -0.01 -0.03 0.16
H 2.181 -0.623 0.358 -0.03 0.17 0.01
```
Forces are in eV/Å.

Properties
Energy: -9407.2526 eV
SMILES string: CC(O)=C=O.C=C
Total charge: 0
HOMO-LUMO gap: 9.3 eV
Multiplicity: 1
Relative energy (zero: lowest compared OMol25 entry of this formula, charge and spin): 248.9 kJ/mol
Strongest force on any atom: 0.9 eV/Å

Löwdin atomic charge list, values in e, 2 entries: C -0.036; C -0.401